No. 1
Below is a 2-piece molecular cluster, C5H10O overall, with properties calculated with ωB97M-V/def2-TZVPD.

Summary:
Structure (SMILES): OC1=CCCC1.[H][H]
Energy above the lowest of the compared OMol25 structures with the same formula, charge and spin, kcal per mole: 80.6
Highest occupied orbital energy, eV: -7.7988
LUMO level, eV: 0.876

ORCA input file:
```
! wB97M-V def2-TZVPD RIJCOSX def2/J DEFGRID3
* xyz 0 1
O 0.29 1.37 1.65
C 0.20 0.41 0.69
C -0.70 -0.61 0.56
C -1.17 -0.55 -0.85
C 0.13 -0.23 -1.59
C 0.99 0.57 -0.58
H 1.05 1.95 1.49
H -0.94 -1.44 1.20
H -1.89 0.28 -0.93
H -1.70 -1.45 -1.21
H 0.60 -1.18 -1.84
H -0.03 0.35 -2.50
H 1.15 1.61 -0.85
H 1.98 0.10 -0.46
H 0.38 -0.59 2.56
H -0.35 -0.57 2.66
*
```



No. 2
Below is one molecule with the formula C27H27N3O3S, with properties calculated with ωB97M-V/def2-TZVPD.

Summary:
Structure (SMILES): COc1cccc(NC(=O)[C@H](Sc2nc3ccccc3c(=O)n2CC(C)C)c2ccccc2)c1
Energy above the lowest of the compared OMol25 structures with the same formula, charge and spin, kcal per mole: 0.8
Highest occupied orbital energy, eV: -8.2456
LUMO level, eV: 0.294

ORCA input file:
```
! wB97M-V def2-TZVPD RIJCOSX def2/J DEFGRID3
* xyz 0 1
C 3.29 5.37 1.68
O 2.62 4.17 1.36
C 2.44 3.86 0.04
C 2.88 4.63 -1.03
C 2.63 4.20 -2.32
C 1.96 3.02 -2.58
C 1.52 2.25 -1.51
N 0.84 1.04 -1.66
C 0.49 0.41 -2.80
O 0.70 0.78 -3.94
C -0.25 -0.91 -2.54
S -1.84 -0.60 -1.64
C -1.38 -0.80 0.05
N -0.14 -0.59 0.35
C 0.28 -0.84 1.63
C 1.63 -0.65 1.96
C 2.06 -0.92 3.24
C 1.17 -1.38 4.21
C -0.15 -1.58 3.90
C -0.61 -1.31 2.60
C -2.01 -1.50 2.26
O -2.87 -1.90 3.02
N -2.33 -1.21 0.92
C -3.72 -1.35 0.51
C -4.43 0.00 0.36
C -4.40 0.78 1.68
C -5.87 -0.25 -0.09
C 0.56 -1.99 -1.88
C -0.06 -3.18 -1.50
C 0.66 -4.18 -0.87
C 2.01 -4.01 -0.63
C 2.64 -2.84 -1.03
C 1.92 -1.84 -1.65
C 1.76 2.67 -0.21
H 4.32 5.37 1.29
H 2.76 6.24 1.29
H 3.32 5.41 2.76
H 3.41 5.56 -0.87
H 2.97 4.81 -3.15
H 1.77 2.70 -3.59
H 0.60 0.55 -0.79
H -0.62 -1.26 -3.51
H 2.31 -0.30 1.19
H 3.10 -0.77 3.49
H 1.53 -1.58 5.21
H -0.86 -1.93 4.63
H -3.75 -1.89 -0.44
H -4.21 -1.94 1.29
H -3.92 0.58 -0.41
H -4.96 1.70 1.58
H -3.38 1.03 1.96
H -4.84 0.19 2.48
H -6.39 0.70 -0.22
H -6.40 -0.83 0.66
H -5.89 -0.79 -1.03
H -1.11 -3.31 -1.69
H 0.16 -5.09 -0.58
H 2.57 -4.78 -0.13
H 3.70 -2.71 -0.85
H 2.43 -0.94 -1.97
H 1.43 2.09 0.64
*
```



No. 3
Below is C26H69AgN6O8 as an isolated structure, with properties calculated with ωB97M-V/def2-TZVPD.

Summary:
Energy above the lowest of the compared OMol25 structures with the same formula, charge and spin, kcal per mole: 0.0
Highest occupied orbital energy (alpha / beta), eV: -10.6994 / -10.6991
LUMO level (alpha / beta), eV: -2.227 / -6.085

ORCA input file:
```
! wB97M-V def2-TZVPD RIJCOSX def2/J DEFGRID3
* xyz 1 2
Ag 0.32 2.45 0.24
C -0.52 -1.49 1.37
C -0.26 -0.18 0.59
O 0.96 0.20 0.42
O -1.15 0.61 0.19
H -0.57 -1.27 2.44
H 0.36 -2.13 1.36
H -1.35 -1.97 0.87
C -0.82 0.80 4.40
C 0.58 1.09 4.97
C 1.69 0.20 4.21
O 1.42 -1.15 4.53
C 2.30 -2.18 4.03
N 0.87 2.51 4.74
H -1.15 -0.24 4.52
H -0.95 1.21 3.40
H -1.56 1.27 5.05
H 0.59 0.79 6.01
H 2.68 0.55 4.50
H 1.60 0.24 3.13
H 2.49 -2.08 2.96
H 1.97 -3.14 4.43
H 3.26 -2.02 4.50
H 0.08 3.03 5.08
H 0.76 2.71 3.76
C 4.33 -0.20 1.23
C 4.60 -1.08 0.00
C 4.22 -2.62 0.23
O 4.77 -3.46 -0.71
C 6.19 -3.58 -0.55
N 3.79 -0.46 -1.03
H 4.73 0.81 1.13
H 4.64 -0.75 2.11
H 3.25 -0.11 1.41
H 5.65 -0.97 -0.26
H 3.14 -2.73 0.17
H 4.53 -2.90 1.24
H 6.74 -2.75 -1.00
H 6.57 -4.51 -0.98
H 6.53 -3.65 0.48
H 3.75 -1.09 -1.82
H 2.86 -0.51 -0.63
C -2.57 4.87 -2.18
C -1.30 4.43 -1.41
C -0.65 5.53 -0.62
O 0.60 5.05 -0.16
C 1.43 5.96 0.52
N -1.66 3.41 -0.51
H -3.35 4.95 -1.42
H -2.85 4.13 -2.93
H -2.59 5.85 -2.65
H -0.59 3.97 -2.10
H -1.35 5.74 0.19
H -0.62 6.43 -1.24
H 2.45 5.57 0.65
H 1.05 6.29 1.49
H 1.59 6.86 -0.07
H -2.15 3.79 0.29
H -2.28 2.73 -0.91
C 4.44 3.33 -1.34
C 2.95 3.23 -1.10
C 2.30 2.54 -2.34
O 0.91 2.22 -1.95
C 0.20 1.52 -2.94
N 2.66 2.47 0.14
H 4.90 2.34 -1.36
H 4.86 3.85 -0.48
H 4.58 3.81 -2.30
H 2.50 4.22 -0.99
H 2.71 1.55 -2.55
H 2.18 3.13 -3.25
H 0.29 2.04 -3.89
H -0.87 1.52 -2.76
H 0.60 0.50 -3.02
H 3.21 2.86 0.89
H 3.01 1.53 0.03
C -2.50 -4.83 1.54
C -1.87 -5.33 0.28
C -2.47 -5.03 -1.08
O -1.76 -5.64 -2.15
C -2.11 -6.97 -2.49
N -0.54 -4.76 0.32
H -1.96 -5.18 2.41
H -3.53 -5.18 1.57
H -2.58 -3.74 1.48
H -1.71 -6.41 0.30
H -2.47 -3.98 -1.36
H -3.51 -5.34 -1.14
H -1.63 -7.65 -1.78
H -1.73 -7.18 -3.49
H -3.18 -7.17 -2.52
H -0.33 -3.78 0.36
H -0.02 -5.08 -0.48
C -3.59 -0.09 -3.58
C -4.57 0.43 -2.47
C -5.34 -0.67 -1.68
O -6.52 -0.11 -1.15
C -7.26 -1.23 -0.58
N -3.84 1.34 -1.65
H -4.07 -0.87 -4.17
H -2.75 -0.55 -3.06
H -3.08 0.64 -4.21
H -5.38 1.01 -2.93
H -4.69 -1.15 -0.95
H -5.52 -1.50 -2.36
H -6.58 -1.85 -0.01
H -7.77 -1.87 -1.31
H -8.05 -0.79 0.03
H -4.34 2.10 -1.21
H -3.25 0.92 -0.96
*
```



No. 4
Below is C17H54N12O11Pd as an isolated structure, with properties calculated with ωB97M-V/def2-TZVPD.

Summary:
Highest occupied orbital energy (alpha / beta), eV: -6.1192 / -11.4554
LUMO level (alpha / beta), eV: -2.595 / -4.429

ORCA input file:
```
! wB97M-V def2-TZVPD RIJCOSX def2/J DEFGRID3
* xyz 1 4
N 2.20 2.59 -0.31
H 1.34 2.65 -0.84
H 2.15 1.60 -0.13
H 2.20 3.26 0.45
H 2.82 2.79 -1.09
N -0.20 4.56 -2.05
H -0.31 3.63 -1.69
H 0.80 4.61 -2.21
H -0.41 5.06 -1.19
H -0.73 4.70 -2.90
Pd -2.74 -0.27 0.04
C -0.71 1.18 -0.80
O -1.06 1.06 0.35
O -1.39 0.41 -1.52
O -0.10 2.13 -1.27
C 6.10 -5.12 3.71
O 6.58 -3.79 3.72
C 5.60 -2.78 3.88
C 4.82 -2.57 2.58
N 3.91 -1.47 2.71
C 3.00 -1.28 1.52
C 3.86 -0.93 0.29
O 3.09 0.00 -0.47
C 2.22 -0.52 -1.47
H 6.90 -5.86 3.77
H 5.47 -5.28 2.83
H 5.55 -5.25 4.64
H 6.09 -1.86 4.20
H 4.93 -3.06 4.69
H 4.32 -3.48 2.26
H 5.51 -2.34 1.76
H 3.38 -1.85 3.48
H 2.30 -0.51 1.82
H 2.33 -2.11 1.29
H 4.27 -1.73 -0.33
H 4.70 -0.42 0.75
H 1.45 -1.21 -1.10
H 2.81 -1.25 -2.03
H 1.84 0.15 -2.23
C -4.12 -2.66 -1.67
O -3.85 -1.28 -1.57
C -4.53 -0.44 -2.48
C -4.47 1.02 -1.96
N -4.43 1.13 -0.55
C -4.33 2.57 -0.25
C -4.06 2.71 1.27
O -3.52 4.01 1.44
C -3.10 4.27 2.82
H -3.61 -3.16 -0.85
H -3.94 -3.12 -2.64
H -5.20 -2.68 -1.58
H -5.54 -0.76 -2.71
H -4.05 -0.64 -3.44
H -5.35 1.35 -2.50
H -3.67 1.59 -2.43
H -5.37 0.85 -0.30
H -5.24 3.11 -0.50
H -3.54 2.97 -0.89
H -3.35 1.95 1.61
H -4.99 2.56 1.81
H -2.05 4.46 2.99
H -3.41 3.49 3.51
H -3.72 5.11 3.14
C 0.89 1.84 -5.11
O 1.04 2.53 -6.10
N 1.85 1.17 -4.52
N -0.28 1.69 -4.46
H 2.68 1.12 -5.10
H 2.07 1.42 -3.57
H -0.29 1.51 -3.47
H -1.18 1.94 -4.85
C -0.27 1.53 4.12
O -1.44 1.43 4.47
N 0.23 1.59 2.91
N 0.67 1.43 5.01
H 1.22 1.58 2.70
H -0.44 1.90 2.21
H 1.63 1.18 4.83
H 0.29 1.12 5.89
C -1.03 -2.50 -3.76
O -1.16 -3.27 -4.70
N -1.49 -1.30 -3.80
N -0.57 -2.75 -2.57
H -1.56 -0.88 -4.72
H -1.28 -0.77 -2.97
H -0.11 -3.65 -2.60
H -0.54 -1.89 -2.05
C -0.89 -2.40 1.16
O -1.47 -1.98 0.21
N -1.16 -2.05 2.41
N -0.21 -3.46 1.11
H -0.87 -2.62 3.18
H -1.97 -1.48 2.62
H 0.35 -3.84 1.85
H -0.14 -3.99 0.25
*
```



no.,F_max (hartree/bohr)
1,0.022
2,0.017
3,0.052
4,0.142